DFT (the ωB97M-V functional and the def2-TZVPD basis) results for a 15-piece molecular cluster, C11H52N22O15 overall in a non-equilibrium geometry.

Results
- E_HOMO (eV) = -8.81
- F_max (eV/A) = 3.79
- Kohn-Sham gap (hartree) = 0.336
- ΔE to the lowest compared entry with this formula, charge and spin (kcal/mol) = 0.0

Element x y z (Å)
O1 0.81164 -0.99009 2.44560
H1 0.24286 -1.68737 2.07294
H2 0.85027 -0.34610 1.67235
O2 -4.67546 1.16667 1.30841
H3 -4.75518 0.40917 1.92912
H4 -4.58093 2.01189 1.82543
O3 -4.97050 -1.97053 1.84869
H5 -4.12077 -2.00487 1.37545
H6 -5.49300 -2.80071 1.82831
O4 -5.53581 -1.02811 -0.98387
H7 -6.45749 -1.00437 -1.23847
H8 -5.49342 -0.57732 -0.08136
C1 5.18301 -3.49333 -0.51903
O5 4.25145 -4.26792 -0.64236
N1 5.43336 -2.42229 -1.39319
N2 6.13446 -3.59783 0.39416
H9 4.61253 -1.98997 -1.81393
H10 6.01136 -1.67769 -0.97016
H11 6.64351 -2.76692 0.50866
H12 5.92752 -4.13379 1.23626
C2 1.74721 2.12980 -3.00990
O6 1.11923 1.60559 -2.09561
N3 3.04857 1.95519 -3.21896
N4 1.00621 2.98784 -3.76162
H13 3.62688 2.79866 -3.46536
H14 3.42377 1.47644 -2.37070
H15 0.02411 3.14975 -3.48284
H16 1.41620 3.45834 -4.54977
C3 -1.94502 3.29014 -1.25237
O7 -1.97089 3.21857 -2.47742
N5 -3.04196 3.86139 -0.48555
N6 -0.84014 2.90549 -0.49081
H17 -2.85423 4.55262 0.18986
H18 -3.88392 3.98399 -1.00186
H19 -0.03748 2.44809 -0.99273
H20 -0.80065 3.03023 0.49605
C4 -2.58340 -0.97592 4.39259
O8 -2.90173 0.05885 3.74833
N7 -1.92670 -0.90466 5.57517
N8 -2.87790 -2.23818 3.97552
H21 -1.34540 -0.13133 5.85264
H22 -1.90368 -1.67447 6.22807
H23 -3.64183 -2.29555 3.30258
H24 -2.95790 -2.84141 4.79492
C5 -2.35796 -0.44300 -3.29475
O9 -1.37125 -0.80910 -3.92796
N9 -3.17054 -1.30144 -2.60789
N10 -2.87908 0.80948 -3.32746
H25 -3.10344 -2.31741 -2.67605
H26 -4.03866 -1.05394 -2.12689
H27 -3.48417 1.12298 -2.57261
H28 -2.11622 1.41665 -3.49729
C6 2.26584 -1.49761 -3.23318
O10 3.41727 -1.22191 -2.84448
N11 1.67138 -0.79661 -4.26035
N12 1.52264 -2.49048 -2.70502
H29 2.28044 -0.13692 -4.69317
H30 0.69531 -0.68394 -4.37725
H31 0.53062 -2.41975 -2.90625
H32 1.77432 -2.95646 -1.84162
C7 4.24329 0.48431 0.95278
O11 5.23988 -0.21172 0.92968
N13 3.97842 1.20379 2.03566
N14 3.44830 0.78989 -0.13262
H33 4.53799 1.02047 2.84781
H34 3.13573 1.68317 2.24706
H35 3.34223 0.12781 -0.88749
H36 2.58641 1.30790 0.11869
C8 -1.86036 -1.16644 0.25576
O12 -2.58419 -1.99928 0.90479
N15 -0.69913 -1.56352 -0.38333
N16 -2.19675 0.13394 0.06060
H37 0.11626 -0.89771 -0.59072
H38 -0.33435 -2.46202 -0.24801
H39 -1.44223 0.69100 -0.21503
H40 -2.88389 0.58569 0.61445
C9 1.97911 4.04557 0.54208
O13 1.65521 3.00811 1.07841
N17 1.31995 5.17775 0.96511
N18 3.03213 4.20643 -0.38835
H41 1.44422 6.00932 0.41953
H42 0.35649 5.13627 1.36960
H43 3.34496 3.26408 -0.64358
H44 2.92968 5.04947 -0.90704
C10 0.74131 -5.27907 -0.11120
O14 0.74060 -4.05038 -0.36093
N19 -0.39466 -5.95927 -0.43623
N20 1.77639 -5.91879 0.38152
H45 -1.02553 -5.39208 -0.97873
H46 -0.37247 -6.98255 -0.52913
H47 2.64000 -5.40295 0.50109
H48 1.63276 -6.83787 0.77535
C11 -1.41253 3.20717 2.82271
O15 -0.99642 4.32444 2.52295
N21 -2.69013 2.94890 3.21136
N22 -0.59373 2.17443 2.78347
H49 -2.76266 2.17126 3.83323
H50 -3.07220 3.83876 3.55450
H51 0.38661 2.43399 2.56181
H52 -0.84196 1.20116 2.71138